Version a
{"formula": "C16H23AlN7O3", "method": "wB97M-V/def2-TZVPD", "charge": 1, "homo_lumo_gap_ev": 7.9, "e_lumo_ev": -3.201, "e_homo_ev": -11.067, "species": ["Al", "N", "N", "C", "N", "N", "N", "O", "O", "H", "H", "H", "H", "H", "C", "N", "C", "C", "C", "C", "C", "N", "C", "C", "C", "C", "C", "C", "H", "H", "H", "H", "H", "H", "H", "H", "H", "H", "H", "C", "C", "C", "O", "H", "H", "H", "H", "H", "H", "H"], "coordinates": [[-0.297, 0.142, 0.121], [2.008, -0.047, 0.005], [2.413, -1.335, 0.334], [1.491, -2.180, 0.827], [1.855, -3.434, 1.020], [0.293, -1.619, 1.069], [-0.753, -2.493, 1.396], [-0.539, -3.617, 1.795], [-1.835, -1.979, 1.322], [2.070, 0.107, -0.998], [2.556, 0.634, 0.528], [3.329, -1.664, 0.070], [2.770, -3.750, 0.748], [1.181, -4.075, 1.418], [1.520, 2.751, -0.296], [0.254, 2.062, -0.093], [-0.814, 2.808, 0.007], [-1.997, 2.202, 0.449], [-3.289, 2.662, 0.672], [-3.992, 1.590, 1.223], [-3.100, 0.526, 1.315], [-1.878, 0.877, 0.860], [2.342, 2.961, 0.958], [2.067, 2.325, 2.164], [2.874, 2.538, 3.278], [3.960, 3.394, 3.195], [4.234, 4.044, 1.996], [3.429, 3.830, 0.889], [1.342, 3.720, -0.766], [2.112, 2.195, -1.028], [-0.781, 3.871, -0.224], [-3.658, 3.651, 0.449], [-5.023, 1.575, 1.537], [-3.294, -0.457, 1.705], [1.193, 1.689, 2.265], [2.640, 2.047, 4.213], [4.582, 3.570, 4.063], [5.072, 4.725, 1.926], [3.647, 4.345, -0.041], [-1.159, -2.531, -2.489], [-1.223, -1.016, -2.475], [-2.645, -0.507, -2.328], [-0.414, -0.525, -1.425], [-1.725, -2.942, -3.326], [-1.587, -2.935, -1.566], [-0.126, -2.871, -2.579], [-0.803, -0.636, -3.412], [-3.062, -0.829, -1.370], [-3.284, -0.895, -3.124], [-2.677, 0.583, -2.366]]}

***

Version b
{"formula": "C16H23AlN7O3", "method": "wB97M-V/def2-TZVPD", "charge": 1, "homo_lumo_gap_ev": 6.9, "e_lumo_ev": -4.029, "e_homo_ev": -10.882, "species": ["Al", "N", "N", "C", "N", "N", "N", "O", "O", "H", "H", "H", "H", "H", "C", "N", "C", "C", "C", "C", "C", "N", "C", "C", "C", "C", "C", "C", "H", "H", "H", "H", "H", "H", "H", "H", "H", "H", "H", "C", "C", "C", "O", "H", "H", "H", "H", "H", "H", "H"], "coordinates": [[1.042, 0.558, -0.114], [-1.020, -0.578, -2.204], [-2.177, 0.127, -1.860], [-2.282, 0.863, -0.741], [-3.434, 1.299, -0.260], [-1.104, 1.143, -0.187], [-0.922, 1.579, 1.016], [-1.802, 1.931, 1.766], [0.298, 1.542, 1.321], [0.822, -0.553, -3.035], [-0.099, -2.367, -1.836], [-3.005, -0.128, -2.385], [-4.323, 1.050, -0.660], [-3.412, 1.786, 0.635], [0.354, -2.043, 0.930], [0.260, -1.113, -0.191], [-0.602, -1.587, -1.242], [0.042, 0.185, -2.792], [-0.280, 0.933, -4.046], [0.321, 2.133, -3.975], [0.941, 2.219, -2.677], [0.744, 1.164, -1.968], [-0.975, -2.165, 1.637], [-1.876, -3.164, 1.283], [-3.139, -3.200, 1.851], [-3.514, -2.243, 2.779], [-2.620, -1.249, 3.143], [-1.359, -1.213, 2.572], [1.106, -1.629, 1.605], [0.690, -3.027, 0.582], [-1.524, -2.029, -0.831], [-0.860, 0.508, -4.842], [0.351, 2.906, -4.718], [1.503, 3.055, -2.292], [-1.584, -3.927, 0.575], [-3.828, -3.984, 1.574], [-4.492, -2.285, 3.232], [-2.902, -0.507, 3.876], [-0.656, -0.447, 2.871], [4.338, 2.386, 0.197], [3.975, 0.923, 0.438], [4.093, 0.555, 1.912], [2.664, 0.692, 0.004], [5.336, 2.597, 0.568], [3.621, 3.022, 0.712], [4.310, 2.608, -0.867], [4.642, 0.282, -0.158], [3.372, 1.138, 2.479], [5.096, 0.753, 2.278], [3.871, -0.500, 2.047]]}

***

Most stable = version a

***

Version a
{"formula": "C6H13N2O", "method": "wB97M-V/def2-TZVPD", "charge": 1, "homo_lumo_gap_ev": 10.3, "smiles": "CC[N+]1=C[C@](N)(O)CC1", "e_lumo_ev": -3.832, "e_homo_ev": -14.111, "species": ["C", "C", "C", "C", "C", "C", "N", "N", "O", "H", "H", "H", "H", "H", "H", "H", "H", "H", "H", "H", "H", "H"], "coordinates": [[1.636, 1.276, 0.075], [0.108, 1.468, 0.454], [0.318, -0.770, -0.064], [1.807, -0.266, -0.047], [-2.545, -1.287, 0.284], [-1.945, 0.129, 0.257], [-0.468, 0.210, 0.146], [2.332, -0.699, -1.250], [2.344, -0.865, 1.128], [1.660, 1.964, -0.761], [2.244, 1.641, 0.892], [-0.075, 1.597, 1.521], [-0.284, 2.319, -0.015], [0.195, -1.836, -0.217], [-2.309, -1.812, 1.182], [-3.627, -1.184, 0.167], [-2.141, -1.870, -0.523], [-2.294, 0.728, -0.583], [-2.181, 0.611, 1.135], [2.676, -1.563, -1.433], [3.057, 0.068, -1.449], [2.967, -0.246, 1.476]]}

***

Version b
{"formula": "C6H13N2O", "method": "wB97M-V/def2-TZVPD", "charge": 1, "homo_lumo_gap_ev": 9.7, "e_lumo_ev": -3.573, "e_homo_ev": -13.256, "species": ["C", "C", "C", "C", "C", "C", "N", "N", "O", "H", "H", "H", "H", "H", "H", "H", "H", "H", "H", "H", "H", "H"], "coordinates": [[-0.455, -1.227, -1.766], [0.623, -0.515, 0.428], [-1.864, -0.686, -1.650], [-0.166, 2.885, -0.668], [0.797, -1.282, 2.669], [0.794, 2.205, -0.072], [0.342, -1.046, -0.595], [1.007, -0.265, 1.618], [1.133, 2.382, 1.251], [0.058, -0.825, -2.613], [-2.387, -0.811, -2.723], [-1.964, 0.358, -1.334], [-2.600, -1.277, -0.918], [-0.463, -2.347, -1.863], [-0.856, 3.474, -0.129], [-0.461, 3.054, -1.694], [-0.191, -1.769, 2.524], [0.782, -0.879, 3.683], [1.502, -2.114, 2.690], [1.483, 1.649, -0.707], [1.361, 0.686, 1.761], [0.362, 2.832, 1.692]]}

***

Most stable = version a

***

Version a
{"formula": "C7H11N2", "method": "wB97M-V/def2-TZVPD", "charge": 1, "homo_lumo_gap_ev": [8.8, 8.8], "smiles": "C=CC1=N[N+](C)(C)C=C1", "e_lumo_ev": [-5.004, -5.004], "e_homo_ev": [-13.757, -13.758], "species": ["C", "C", "C", "C", "C", "C", "C", "N", "N", "H", "H", "H", "H", "H", "H", "H", "H", "H", "H", "H"], "coordinates": [[-0.454, -1.614, 0.094], [0.856, -1.381, -0.045], [-1.190, -0.353, 0.035], [-3.110, 1.054, -0.063], [-2.581, -0.143, 0.078], [1.665, 0.562, -1.153], [1.785, 0.451, 1.299], [-0.208, 0.705, 0.057], [1.028, 0.087, 0.022], [-0.794, -2.685, 0.255], [1.762, -1.954, 0.005], [-4.135, 1.214, -0.132], [-2.443, 1.770, -0.336], [-3.221, -1.012, -0.013], [1.480, -0.270, -1.845], [1.301, 1.366, -1.679], [2.820, 0.531, -1.079], [1.238, -0.047, 2.053], [2.752, 0.213, 1.091], [1.449, 1.506, 1.357]]}

***

Version b
{"formula": "C7H11N2", "method": "wB97M-V/def2-TZVPD", "charge": 1, "homo_lumo_gap_ev": [6.5, 8.2], "e_lumo_ev": [-4.936, -4.531], "e_homo_ev": [-11.455, -12.756], "species": ["C", "C", "C", "C", "C", "C", "C", "N", "N", "H", "H", "H", "H", "H", "H", "H", "H", "H", "H", "H"], "coordinates": [[-3.088, 0.665, 0.526], [-2.120, 1.351, -0.134], [-3.042, -0.762, 0.342], [-0.829, 0.695, -0.632], [-1.071, -0.863, -0.848], [0.394, 0.631, 0.292], [2.441, -0.759, 0.529], [-2.119, -1.462, -0.278], [1.689, 0.233, -0.258], [-4.074, 1.212, 0.816], [-2.331, 2.416, -0.405], [-3.873, -1.406, 0.677], [-0.536, 1.076, -1.539], [-0.352, -1.508, -1.284], [0.106, 0.464, 1.239], [1.721, -1.658, 0.772], [3.354, -1.145, -0.125], [2.863, -0.244, 1.433], [1.329, -0.161, -1.210], [2.363, 0.894, -0.430]]}

***

Version c
{"formula": "C7H11N2", "method": "wB97M-V/def2-TZVPD", "charge": 1, "homo_lumo_gap_ev": 8.6, "smiles": "C=C1C(C)=CN=[N+]1CC", "e_lumo_ev": -5.855, "e_homo_ev": -14.446, "species": ["C", "C", "C", "C", "C", "C", "C", "N", "N", "H", "H", "H", "H", "H", "H", "H", "H", "H", "H", "H"], "coordinates": [[0.743, 1.046, 1.446], [1.464, -0.051, 1.042], [0.523, -0.740, 0.105], [0.500, -0.923, -1.217], [2.926, -0.180, 1.290], [-2.566, 0.652, -1.188], [-1.930, -0.553, -0.363], [-0.549, 1.010, 0.956], [-0.707, -0.067, 0.194], [1.001, 1.871, 2.015], [1.443, -1.259, -1.701], [-0.367, -0.853, -1.811], [3.209, 0.903, 1.544], [3.643, -0.632, 0.464], [3.046, -0.923, 2.119], [-3.012, 0.321, -2.125], [-3.394, 1.203, -0.648], [-1.707, 1.399, -1.582], [-1.647, -1.403, -1.044], [-2.619, -0.822, 0.505]]}

***

Most stable = version a